This record from the Open Molecules 2025 dataset describes a structure of composition C3H5O2Tl at a distorted geometry. The level of theory is ωB97M-V with the def2-TZVPD basis set.

XYZ file:
```
11
Properties=species:S:1:pos:R:3:lowdin_charge:R:1
C -0.57 -0.01 0.59 -0.22
C -1.52 0.53 -0.46 -0.01
O 0.58 0.75 0.75 -0.28
O 2.93 -0.99 -0.30 -0.08
Tl 2.16 0.94 -0.02 1.58
H -2.56 0.31 -0.21 0.12
H -1.30 0.08 -1.44 0.12
C 3.07 -2.12 -0.24 0.28
H -0.29 -1.05 0.32 0.16
H -1.10 -0.09 1.56 0.22
H -1.41 1.63 -0.54 0.11
```

Properties
Energy relative to the best compared isomer or geometry (same formula, charge and spin) (kJ/mol): 282.9
2S+1: 1
Energy (eV): -11953.50508
Charge: +2
Highest occupied orbital energy (alpha / beta) (eV): -21.229 / -20.627